Entry 1:
C10H30O8 | ωB97M-V/def2-TZVPD

Each line ends with the Mulliken charge.
CARTESIAN COORDINATES (ANGSTROEM)
C -1.7802 -2.7839 -1.3730  -0.0005
O -1.4537 -3.8026 -0.4387  -0.5458
H -1.8018 -1.8515 -0.8119  -0.3789
H -0.9109 -2.6588 -2.0672  0.2189
H -2.6984 -2.9994 -1.8686  0.3343
H -0.8631 -3.4090 0.2227  0.4434
C 1.3287 4.0178 3.5593  -0.6856
O 0.8471 3.5819 2.3219  -0.3528
H 0.6413 4.3369 4.2746  0.2965
H 1.8833 3.2292 4.0223  0.2983
H 2.1485 4.7902 3.4720  0.2183
H 0.2660 2.8302 2.4546  0.2770
C 1.1770 -0.5209 -1.0437  -0.4538
O 1.4322 -0.0049 0.2650  -0.6268
H 1.4282 -1.6038 -1.1931  0.2712
H 0.0673 -0.3239 -1.2426  0.1386
H 1.8869 -0.0285 -1.7503  0.2188
H 0.7052 0.6190 0.4941  0.5437
C -1.8883 0.7668 1.1781  -0.7552
O -0.6932 1.5932 1.0563  -0.5033
H -1.9642 0.0520 0.3718  0.1407
H -1.8435 0.1498 2.0729  0.2828
H -2.7810 1.3397 1.1940  0.4240
H -1.0333 2.1974 0.3924  0.2787
C -0.8636 -6.7002 1.5816  -0.6507
O -0.9957 -6.6229 0.2044  -0.5128
H -1.3142 -7.5957 2.0105  0.3059
H 0.1576 -6.6631 1.9963  0.2514
H -1.3985 -5.9388 2.0899  0.2360
H -1.1642 -5.7530 -0.0577  0.4746
C 0.8764 -3.3108 2.2992  -0.6817
O 0.0344 -2.4586 1.5313  -0.5596
H 0.2170 -4.0224 2.8207  0.2090
H 1.3461 -4.0151 1.5879  0.2570
H 1.6353 -2.8132 2.9181  0.3456
H 0.4814 -1.5924 1.2915  0.3096
O -1.3524 3.1177 -1.3621  -0.7336
C -0.3529 3.4863 -1.9829  0.5935
O 0.4126 4.5590 -1.5767  -0.3098
C 1.2573 4.9860 -2.6465  -0.3700
C 0.7672 4.3074 -3.8924  -0.5884
C 0.2274 2.9617 -3.2940  -0.2935
H 2.3022 4.6753 -2.4432  0.2636
H 1.2470 6.0915 -2.6580  0.2975
H 1.5906 4.0494 -4.5200  0.3148
H 0.1565 4.9868 -4.5012  0.2854
H 1.1174 2.3241 -3.0518  0.1174
H -0.4852 2.4238 -3.9077  0.3563

SMILES string: O=C1CCCO1.CO.CO.CO.CO.CO.CO
LUMO: 0.0190 Eh
Orbital gap: 10.2538 eV



Entry 2:
C31H32CuN7OS3Si | ωB97M-V/def2-TZVPD

Each line ends with the Mulliken charge.
CARTESIAN COORDINATES (ANGSTROEM)
Cu -0.1298 0.1428 -0.0222  -0.1414
C -2.2840 1.9325 2.5728  -0.9722
Si -1.4530 0.2426 2.9246  -0.1980
C -1.3367 0.1820 4.8426  -1.4988
C -2.7137 -1.1334 2.5479  -0.8936
N -0.0281 0.0930 1.9472  1.0159
C 1.2688 0.1743 2.3028  0.0297
C 1.7121 0.3206 3.6319  -0.8778
C 3.0412 0.3992 3.9785  -1.0037
C 4.0268 0.3478 3.0091  -1.0379
C 3.6434 0.2387 1.6809  -0.4412
C 2.3107 0.1425 1.3301  0.8530
O 1.9081 0.1445 0.0040  1.9320
C 2.7923 -0.0261 -1.0247  -0.3441
C 3.6372 -1.1282 -1.1075  0.0791
C 4.4649 -1.2748 -2.2059  -0.6946
C 4.4543 -0.3393 -3.2266  -0.6362
C 3.6016 0.7501 -3.1485  -0.8278
C 2.7779 0.9121 -2.0521  -0.1159
H -3.1912 2.0456 3.1593  0.4493
H -2.5605 2.0011 1.5260  0.2583
H -1.6342 2.7735 2.7998  0.2581
H -2.3419 0.0837 5.2413  0.3430
H -0.9134 1.0904 5.2612  0.3773
H -0.7657 -0.6666 5.2062  0.3868
H -3.6370 -0.9340 3.0836  0.3811
H -2.3680 -2.1194 2.8389  0.2989
H -2.9485 -1.1675 1.4917  0.1902
H 0.9723 0.4093 4.4021  0.3442
H 3.3019 0.5187 5.0215  0.3864
H 5.0695 0.4362 3.2737  0.3616
H 4.3903 0.2615 0.8986  0.4462
H 3.6317 -1.8618 -0.3141  0.4596
H 5.1171 -2.1349 -2.2704  0.3961
H 5.0943 -0.4670 -4.0887  0.3917
H 3.5806 1.4788 -3.9456  0.4614
H 2.1056 1.7516 -1.9776  0.2465
S -0.1419 -0.7945 -2.1875  -0.7510
C -1.8519 -0.6455 -2.0121  0.9784
S -2.2990 0.2750 -0.6392  -0.5828
C -2.7391 -1.1981 -2.9149  0.3355
C -4.1230 -1.0139 -2.8142  0.0250
N -5.2664 -0.8739 -2.7767  -0.6329
C -2.3043 -1.9942 -3.9810  -0.1065
N -1.9820 -2.6811 -4.8484  -0.6411
N -0.5840 2.4366 -2.4980  -0.2061
C -0.3589 3.0967 -1.3380  0.5188
C -0.6757 4.4621 -1.2116  -0.9371
C -0.2711 5.1376 -0.0874  -0.2507
C 0.4263 4.4487 0.9037  -1.0858
C 0.6511 3.1005 0.7239  -0.5624
N 0.2675 2.4311 -0.3578  0.7847
H -1.3599 2.7280 -3.0678  0.2959
H -0.4094 1.4335 -2.4796  -0.2895
H -1.2135 4.9558 -2.0067  0.3836
H -0.4833 6.1918 0.0246  0.4035
H 0.7694 4.9492 1.7954  0.4611
H 1.1634 2.5191 1.4782  0.3126
N 1.7421 -3.0780 1.6188  -0.3554
C 0.7788 -3.6845 0.8791  0.1815
S -0.5585 -2.8497 0.4095  -0.3439
N 1.0056 -5.0082 0.6252  -0.0926
C 0.1442 -5.9218 0.0049  0.6113
C -0.6810 -5.5819 -1.0633  -0.2678
C -1.5353 -6.5313 -1.5972  -0.8555
C -1.5681 -7.8208 -1.0933  -0.4042
C -0.7052 -8.1763 -0.0710  -0.5972
C 0.1500 -7.2353 0.4704  -0.5950
H 1.6585 -2.0803 1.7508  -0.0300
H 2.6411 -3.5059 1.7801  0.2393
H 1.7125 -5.4450 1.2058  0.2209
H -0.6645 -4.5841 -1.4679  0.7507
H -2.1835 -6.2594 -2.4171  0.4140
H -2.2659 -8.5435 -1.4914  0.3740
H -0.7093 -9.1855 0.3167  0.3412
H 0.8207 -7.5090 1.2754  0.2927

Charge: -1
2S+1: 2
Expectation value of S²: 0.76
LUMO (alpha / beta): 0.0860 / 0.0829 Eh
Orbital gap (alpha / beta): 7.0677 / 6.9732 eV



For each record above, in turn, the calculated ΔE to the lowest compared entry with this formula, charge and spin values are 7.4, 33.8 kJ/mol.